{"formula": "C50H48AsF6O10S4", "method": "ωB97M-V/def2-TZVPD", "symbols": ["As", "F", "F", "F", "F", "F", "F", "C", "S", "O", "C", "H", "H", "H", "H", "H", "H", "C", "S", "O", "C", "H", "H", "H", "H", "H", "H", "C", "S", "O", "C", "H", "H", "H", "H", "H", "H", "C", "S", "O", "C", "H", "H", "H", "H", "H", "H", "C", "C", "C", "C", "C", "C", "C", "O", "C", "C", "C", "C", "C", "C", "C", "O", "H", "H", "H", "H", "H", "H", "H", "H", "C", "C", "C", "C", "C", "C", "C", "O", "C", "C", "C", "C", "C", "C", "C", "O", "H", "H", "H", "H", "H", "H", "H", "H", "C", "C", "C", "C", "C", "C", "C", "O", "C", "C", "C", "C", "C", "C", "C", "O", "H", "H", "H", "H", "H", "H", "H", "H"], "positions_angstrom": [[15.073, -12.153, -7.333], [13.463, -11.410, -6.903], [14.819, -11.632, -9.071], [16.654, -13.151, -7.602], [15.425, -12.435, -5.610], [14.127, -13.693, -7.739], [16.036, -10.656, -7.164], [22.334, -17.299, -7.694], [21.463, -18.464, -6.570], [20.870, -19.554, -7.505], [22.823, -19.543, -5.812], [22.345, -17.644, -8.727], [23.323, -16.946, -7.404], [21.674, -16.432, -7.741], [22.853, -20.507, -6.320], [22.803, -19.965, -4.808], [23.844, -19.235, -6.038], [16.917, -16.999, -12.395], [15.812, -18.490, -12.325], [16.404, -19.230, -11.105], [14.267, -17.712, -11.808], [17.030, -16.500, -11.432], [16.467, -16.431, -13.209], [17.891, -17.461, -12.556], [13.740, -17.109, -12.548], [14.464, -17.059, -10.957], [13.664, -18.434, -11.258], [19.061, -6.568, -3.908], [19.500, -8.082, -2.923], [20.461, -7.736, -1.781], [17.827, -8.417, -2.194], [19.991, -6.310, -4.414], [18.932, -5.678, -3.292], [18.309, -6.863, -4.641], [17.763, -9.503, -2.128], [17.034, -8.034, -2.836], [17.788, -7.930, -1.220], [15.049, -17.747, -4.238], [15.730, -19.039, -3.169], [16.219, -20.046, -4.227], [17.297, -18.124, -2.616], [15.791, -17.431, -4.972], [14.641, -16.973, -3.588], [14.177, -18.202, -4.708], [17.016, -17.682, -1.660], [17.627, -17.299, -3.247], [18.020, -18.908, -2.389], [20.100, -5.654, -20.717], [18.783, -5.221, -20.857], [18.016, -5.014, -19.728], [18.438, -5.629, -18.525], [19.690, -6.328, -18.380], [20.470, -6.272, -19.531], [20.092, -6.899, -17.083], [21.196, -7.347, -16.960], [18.930, -6.991, -16.017], [19.132, -7.632, -14.788], [18.153, -7.548, -13.743], [16.889, -7.150, -14.055], [16.654, -6.437, -15.227], [17.718, -6.284, -16.160], [17.528, -5.394, -17.392], [16.578, -4.610, -17.304], [20.781, -5.345, -21.496], [18.415, -4.684, -21.719], [17.050, -4.605, -19.983], [21.454, -6.710, -19.449], [20.102, -8.083, -14.642], [18.323, -8.133, -12.851], [16.077, -7.115, -13.343], [15.710, -5.918, -15.310], [6.664, -10.447, -6.962], [5.611, -10.423, -6.067], [5.060, -9.200, -5.675], [5.463, -7.990, -6.322], [6.551, -8.091, -7.312], [7.129, -9.295, -7.481], [7.189, -6.912, -7.944], [8.073, -6.969, -8.818], [6.785, -5.575, -7.315], [7.523, -4.341, -7.527], [7.268, -3.178, -6.907], [6.081, -3.160, -6.118], [5.221, -4.243, -5.902], [5.623, -5.432, -6.508], [4.882, -6.708, -6.060], [3.883, -6.578, -5.344], [7.118, -11.375, -7.277], [5.111, -11.282, -5.644], [4.174, -9.194, -5.057], [7.932, -9.330, -8.203], [8.373, -4.320, -8.192], [7.829, -2.273, -7.091], [5.886, -2.291, -5.506], [4.400, -4.106, -5.213], [14.377, -4.364, -4.690], [13.368, -4.949, -3.911], [13.107, -4.379, -2.665], [13.751, -3.243, -2.178], [14.769, -2.612, -2.959], [15.026, -3.243, -4.271], [15.695, -1.469, -2.608], [16.446, -0.949, -3.333], [15.374, -0.943, -1.224], [15.876, 0.254, -0.781], [15.539, 0.931, 0.420], [14.603, 0.209, 1.179], [14.234, -1.092, 0.900], [14.482, -1.650, -0.310], [13.610, -2.740, -0.769], [12.743, -3.261, -0.011], [14.587, -4.987, -5.547], [13.031, -5.887, -4.327], [12.597, -4.821, -1.822], [15.700, -2.844, -5.014], [16.499, 0.868, -1.415], [15.814, 1.973, 0.492], [14.289, 0.602, 2.135], [13.592, -1.412, 1.707]], "forces_ev_per_angstrom": [[0.22, -0.78, -0.98], [2.08, -0.60, -0.35], [0.49, -0.89, 1.94], [-2.33, 1.56, -0.22], [-0.94, -0.15, -1.15], [1.42, 1.90, 0.92], [-0.93, -1.01, -0.13], [-0.14, 0.41, -0.13], [0.13, -3.56, -1.35], [0.42, 2.31, 1.37], [1.22, -0.55, -0.74], [0.11, -0.71, 0.27], [-0.06, -0.27, 0.31], [-0.05, 0.09, 0.32], [-0.93, 0.21, -0.93], [-0.67, 1.25, 0.55], [-0.03, 0.83, 0.32], [-0.86, -1.22, -0.06], [1.85, -0.28, 2.30], [-1.41, 0.75, -1.82], [0.11, 0.59, 1.56], [-0.74, 0.08, -0.03], [0.72, 0.49, 0.04], [-0.08, 0.20, -0.70], [0.07, -0.49, -0.25], [0.55, 0.44, -0.13], [-0.22, -0.54, -0.89], [1.42, -0.37, 0.63], [0.30, 0.55, 0.88], [-1.51, -0.09, -1.48], [0.70, 0.24, -0.27], [0.05, -0.38, -0.37], [-0.92, -0.27, 0.21], [-0.15, 0.33, 0.26], [-0.11, 0.15, 0.20], [0.13, -0.07, -0.07], [0.07, -0.11, -0.01], [-0.60, -0.17, 0.90], [2.28, -0.47, -2.63], [-0.73, 0.87, 1.86], [-1.47, -0.26, 0.75], [-0.12, 0.04, 0.20], [0.33, 0.45, -0.18], [0.22, -0.13, -0.21], [-0.01, 0.10, 0.16], [0.02, -0.53, -0.41], [0.07, 0.13, -0.45], [-0.96, 0.17, 0.06], [0.73, 1.69, 0.56], [0.42, -2.33, -0.39], [-0.32, 1.04, -0.12], [-2.81, 2.18, -1.77], [1.39, -0.44, 0.34], [-1.97, -0.55, 0.42], [0.51, -0.29, 0.85], [0.65, 0.44, 0.55], [-0.34, 0.91, 0.44], [1.61, -2.40, -1.61], [-0.79, 1.84, -0.23], [1.60, 0.18, -0.53], [-0.49, -0.16, -0.93], [-1.90, -0.56, 2.94], [1.57, -0.51, -1.40], [0.37, -0.85, -0.11], [0.32, -0.36, -0.56], [-0.22, 0.27, 1.19], [0.26, 0.08, -0.03], [0.01, -0.18, 0.30], [0.20, 0.32, 0.31], [0.08, -0.50, 0.29], [0.07, 0.00, -0.55], [-0.72, -1.84, 0.97], [-0.57, 0.78, 0.52], [-0.05, 1.36, -1.71], [2.26, -2.56, -1.56], [-2.08, 1.21, 2.51], [1.48, 0.04, -2.20], [1.44, 1.63, -0.72], [-2.13, -0.06, 1.88], [-0.43, 2.24, 0.12], [0.82, -2.79, -1.28], [-2.84, 0.29, 1.17], [0.26, 0.41, 0.78], [2.10, 1.07, -0.94], [0.13, -2.51, -0.04], [-1.52, 2.27, 1.54], [0.97, -0.31, -0.97], [-0.01, -0.14, 0.13], [0.45, -0.41, -0.12], [0.15, 0.21, 0.31], [0.28, -0.06, 0.02], [0.14, -0.60, -0.17], [0.14, -0.10, 0.16], [-0.14, 0.41, -0.22], [-0.11, -0.52, -0.20], [-1.46, -1.15, 0.74], [0.98, 0.73, 0.71], [0.00, -0.37, 0.87], [2.54, 1.72, -0.76], [0.20, -2.32, -3.38], [-0.01, 1.49, 1.33], [-4.19, -1.21, 3.28], [2.45, 1.16, -2.22], [-0.75, -0.91, 1.61], [0.75, 1.97, 0.21], [-1.78, -2.38, -1.56], [2.26, 1.56, 0.97], [-0.86, 1.48, 1.31], [0.88, 0.52, -2.22], [-2.59, -2.84, 1.32], [2.32, 1.51, -1.83], [0.56, 0.76, -0.57], [-0.73, -0.09, 0.69], [-0.92, -0.58, -0.53], [0.53, 0.49, 0.56], [0.28, -0.46, -0.55], [0.08, -0.12, 0.60], [-0.23, 0.21, 0.05], [-0.29, -1.21, -0.64]], "homo_lumo_gap_ha": 0.253, "lumo_energy_ev": -0.1341, "homo_energy_ev": -7.0237, "total_charge": -1}

***

{"formula": "C50H48F6N2O2PSbSn", "method": "ωB97M-V/def2-TZVPD", "symbols": ["Sn", "O", "C", "O", "C", "C", "C", "C", "C", "C", "P", "C", "C", "C", "C", "C", "C", "C", "C", "C", "C", "C", "C", "H", "H", "H", "H", "H", "H", "H", "H", "H", "H", "H", "H", "H", "H", "C", "C", "C", "C", "C", "C", "C", "C", "N", "C", "C", "C", "C", "C", "C", "C", "C", "C", "C", "H", "H", "H", "H", "H", "H", "H", "H", "H", "H", "H", "H", "H", "H", "H", "H", "H", "H", "H", "H", "H", "H", "H", "H", "F", "Sb", "F", "F", "F", "F", "F", "N", "C", "C", "C", "C", "C", "C", "C", "C", "C", "C", "C", "C", "C", "H", "H", "H", "H", "H", "H", "H", "H", "H", "H"], "positions_angstrom": [[0.541, -0.772, 0.466], [-2.293, -0.352, 3.249], [-2.970, -0.980, 2.515], [-2.502, -1.253, 1.197], [-4.299, -1.590, 2.682], [-5.049, -1.568, 3.847], [-6.267, -2.230, 3.860], [-6.720, -2.914, 2.736], [-5.979, -2.932, 1.561], [-4.772, -2.256, 1.547], [-3.526, -2.069, 0.277], [-3.970, -0.991, -1.070], [-5.111, -0.194, -1.007], [-5.355, 0.705, -2.032], [-4.475, 0.795, -3.103], [-3.340, -0.004, -3.159], [-3.079, -0.905, -2.141], [-2.722, -3.563, -0.237], [-3.204, -4.231, -1.367], [-2.598, -5.413, -1.749], [-1.528, -5.914, -1.015], [-1.059, -5.247, 0.109], [-1.661, -4.068, 0.513], [-4.679, -1.047, 4.721], [-6.866, -2.226, 4.760], [-7.662, -3.445, 2.777], [-6.335, -3.463, 0.688], [-5.795, -0.273, -0.171], [-6.235, 1.333, -1.996], [-4.682, 1.490, -3.906], [-2.659, 0.070, -3.997], [-2.190, -1.526, -2.169], [-4.035, -3.823, -1.931], [-2.948, -5.941, -2.625], [-1.046, -6.832, -1.326], [-0.212, -5.630, 0.663], [-1.288, -3.541, 1.383], [2.900, 4.393, 4.572], [2.352, 3.069, 4.111], [2.414, 1.943, 4.940], [1.930, 0.700, 4.522], [1.998, -0.508, 5.413], [1.361, 0.612, 3.274], [1.242, 1.730, 2.398], [1.781, 2.962, 2.861], [0.634, 1.506, 1.217], [0.261, 2.562, 0.277], [-0.627, 1.931, -0.813], [-1.058, 2.962, -1.857], [0.191, 3.547, -2.522], [1.063, 4.207, -1.452], [0.275, 5.310, -0.739], [-0.986, 4.718, -0.100], [-1.856, 4.078, -1.182], [-0.592, 3.665, 0.940], [1.501, 3.149, -0.437], [3.303, 4.323, 5.580], [2.119, 5.155, 4.573], [3.693, 4.739, 3.908], [2.845, 2.041, 5.930], [2.476, -0.270, 6.362], [2.559, -1.313, 4.936], [0.994, -0.883, 5.616], [0.948, -0.342, 2.969], [1.777, 3.840, 2.235], [-1.508, 1.477, -0.334], [-0.072, 1.140, -1.326], [-1.677, 2.468, -2.611], [-0.096, 4.278, -3.282], [0.753, 2.746, -3.012], [1.952, 4.640, -1.918], [-0.002, 6.090, -1.453], [0.898, 5.776, 0.032], [-1.547, 5.512, 0.399], [-2.149, 4.829, -1.921], [-2.771, 3.671, -0.738], [-1.488, 3.191, 1.355], [-0.067, 4.141, 1.765], [2.205, 3.579, 0.274], [2.009, 2.327, -0.952], [1.071, -3.379, -0.005], [2.471, -3.604, 1.329], [2.157, -5.444, 1.157], [3.674, -3.423, -0.088], [3.784, -3.803, 2.637], [2.606, -1.684, 1.592], [1.001, -3.415, 2.536], [1.538, -0.577, -1.322], [2.603, -0.647, -2.001], [2.496, -0.999, -3.452], [3.107, -0.215, -4.428], [2.972, -0.547, -5.767], [2.249, -1.672, -6.138], [1.649, -2.460, -5.165], [1.763, -2.119, -3.826], [3.967, -0.377, -1.462], [4.132, 0.427, -0.338], [5.387, 0.638, 0.202], [6.495, 0.032, -0.374], [6.341, -0.781, -1.486], [5.085, -0.982, -2.036], [3.681, 0.658, -4.140], [3.440, 0.069, -6.524], [2.158, -1.933, -7.184], [1.093, -3.343, -5.452], [1.311, -2.732, -3.055], [3.259, 0.877, 0.118], [5.500, 1.265, 1.077], [7.480, 0.184, 0.049], [7.200, -1.273, -1.922], [4.969, -1.638, -2.887]], "forces_ev_per_angstrom": [[0.47, -0.06, -0.78], [-0.11, -0.01, 0.12], [0.40, 0.12, -0.30], [-0.11, 0.14, 0.46], [-0.48, -0.30, -0.05], [0.14, 0.09, 0.01], [-0.01, -0.05, 0.00], [-0.04, -0.01, -0.01], [0.00, 0.02, -0.04], [0.17, 0.21, 0.01], [0.10, -0.08, -0.16], [0.01, -0.55, 0.21], [0.02, 0.05, -0.02], [-0.05, 0.02, 0.03], [-0.03, -0.01, 0.01], [0.06, 0.00, -0.03], [0.01, 0.05, -0.01], [-0.24, 0.29, 0.01], [0.03, -0.01, -0.01], [-0.06, -0.01, -0.07], [0.05, 0.06, 0.11], [-0.04, -0.16, 0.00], [-0.11, 0.08, 0.06], [0.01, -0.01, 0.00], [0.00, -0.01, 0.00], [-0.01, 0.02, 0.00], [-0.01, -0.01, 0.01], [0.00, 0.01, -0.01], [0.00, -0.01, -0.02], [0.02, 0.01, 0.01], [0.00, 0.01, 0.01], [-0.01, 0.01, -0.05], [0.04, -0.03, -0.07], [-0.02, 0.01, 0.01], [-0.01, 0.00, -0.01], [-0.02, 0.00, -0.03], [0.06, -0.03, -0.05], [-0.01, 0.00, 0.00], [-0.02, 0.06, -0.09], [-0.06, -0.06, -0.09], [0.04, 0.03, 0.07], [-0.02, 0.01, -0.01], [-0.09, -0.07, -0.03], [-0.09, -0.15, -0.09], [0.12, 0.18, 0.09], [0.37, 0.08, 0.04], [-0.12, 0.31, -0.10], [-0.01, -0.24, 0.09], [-0.04, 0.08, -0.03], [-0.02, -0.04, 0.09], [-0.02, 0.06, -0.03], [-0.01, -0.07, 0.00], [-0.06, 0.08, 0.00], [0.05, -0.03, 0.02], [0.04, -0.06, -0.01], [-0.07, -0.10, -0.02], [0.02, 0.01, -0.01], [0.01, 0.00, 0.01], [0.02, -0.01, 0.02], [0.04, -0.02, -0.01], [-0.01, -0.02, 0.01], [0.00, 0.01, -0.02], [0.02, -0.03, 0.03], [-0.01, 0.00, 0.09], [0.00, -0.05, -0.03], [0.00, 0.05, -0.02], [0.03, -0.03, -0.02], [0.00, -0.04, 0.00], [0.01, -0.01, -0.02], [0.01, 0.04, -0.07], [0.02, -0.04, 0.01], [0.01, 0.02, 0.02], [0.01, 0.04, -0.03], [0.01, -0.02, 0.02], [-0.03, -0.01, 0.01], [0.00, 0.03, -0.01], [0.02, 0.03, 0.05], [-0.08, 0.02, -0.04], [0.03, -0.01, 0.04], [0.05, 0.05, 0.03], [0.49, 0.40, 0.13], [-0.61, 0.03, -0.16], [0.19, -0.08, 0.08], [0.17, -0.18, 0.04], [-0.07, -0.12, 0.06], [-0.27, 0.16, -0.35], [0.25, -0.19, 0.11], [-0.43, 0.01, 0.61], [-0.15, 0.15, 0.10], [0.08, 0.04, -0.02], [-0.04, -0.07, -0.02], [0.01, 0.04, -0.04], [0.00, 0.04, -0.01], [-0.07, -0.03, 0.00], [0.03, -0.01, -0.03], [0.05, -0.14, 0.05], [-0.06, -0.06, -0.01], [-0.03, 0.02, 0.02], [0.07, 0.00, 0.03], [0.05, -0.05, -0.05], [-0.04, 0.08, 0.11], [0.03, -0.02, 0.03], [-0.01, 0.00, 0.00], [0.00, -0.02, 0.01], [0.02, 0.00, 0.00], [-0.01, 0.02, 0.01], [0.02, 0.01, 0.02], [0.02, 0.01, 0.00], [-0.01, 0.01, 0.00], [0.00, 0.01, 0.01], [-0.01, 0.01, -0.04]], "homo_lumo_gap_ha": [0.248, 0.224], "lumo_energy_ev": [-3.4177, -4.0643], "homo_energy_ev": [-10.1583, -10.1642], "multiplicity": 2, "total_charge": 1}

***

Largest force on an atom (eV Å⁻¹)
5.5, 0.9